C3H3F3O in the gas phase in a non-equilibrium geometry, computed with wB97M-V/def2-TZVPD.

CARTESIAN COORDINATES (ANGSTROEM)
F: -0.3912 -3.3933 -0.7533
F: -0.2045 0.6148 -1.4529
F: -2.0904 -2.0205 -0.9175
O: 0.0201 -1.3267 -0.3215
C: -0.6921 -2.1907 -1.0943
C: -0.2203 -0.0011 -0.2246
C: -0.1540 0.6188 0.8970
H: -0.5900 -2.1512 -2.2888
H: -0.1545 1.7122 1.0482
H: -0.2617 0.0241 1.8449

As for the structure (SMILES): C=C(F)OC(F)F. The value obtained for the highest occupied orbital energy is -10.370 eV. As for the LUMO energy: 0.92 eV. Its energy above the lowest of the compared OMol25 structures with the same formula, charge and spin is 115.6 kJ/mol.

Results of the Löwdin charge analysis, in e, for atoms 1 through 2: 0.16, 0.08

=====

C5H10N2O in the gas phase in a non-equilibrium geometry, computed with wB97M-V/def2-TZVPD.

CARTESIAN COORDINATES (ANGSTROEM)
O: 2.1093 1.7244 0.1262
N: 2.3077 -1.3933 0.1271
N: -0.1998 1.0891 0.0551
C: 0.9644 1.9676 -0.1976
C: -0.0286 -0.2845 0.3790
C: -2.5330 0.0843 0.2361
C: 0.9010 -1.1382 -0.3979
C: -1.1635 -0.1223 -0.4032
H: 0.7266 3.2065 -0.4616
H: -0.3387 -0.3928 1.4572
H: -2.2231 0.4972 1.3294
H: -1.2548 -0.3081 -1.4668
H: -3.2731 -0.7598 0.2072
H: 1.3324 -0.6722 -1.2336
H: -2.9228 0.8987 -0.2986
H: 2.7068 -1.9519 0.9260
H: 0.1194 -1.9474 -0.7523
H: 2.7700 -0.4974 0.3683

As for the structure (SMILES): C[C@@H]1[C@@H](CN)N1C=O. The value obtained for the highest occupied orbital energy is -8.866 eV. As for the LUMO energy: 0.82 eV. Its energy above the lowest of the compared OMol25 structures with the same formula, charge and spin is 495.2 kJ/mol.

Results of the Löwdin charge analysis, in e, for atoms 1 through 2: 0.00, -0.03

=====

A molecular structure, C18H25CaCl2N4O2PS5, computed with wB97M-V/def2-TZVPD.

CARTESIAN COORDINATES (ANGSTROEM)
Ca: -0.5811 0.5226 0.7689
Cl: -2.7734 -2.7472 3.4232
Cl: -3.4554 -1.0420 1.1289
S: -1.2868 -0.9666 -1.8588
S: 0.4083 -2.2283 0.7658
S: 4.3442 1.5570 -0.3334
S: -2.6470 2.4042 -0.2037
S: 1.4578 1.6337 -0.8750
P: 0.1184 -2.1894 -1.1919
O: -0.3026 -3.6518 -1.7312
O: 1.5535 -1.9505 -1.8585
N: -1.1546 2.2720 -2.4048
N: 1.2861 1.2289 2.0444
N: 2.5874 1.3391 1.6075
N: -1.2609 1.1775 3.0459
C: -1.6720 1.8762 5.7444
C: -3.0163 -2.6658 1.6744
C: -2.7661 1.6280 4.8773
C: -0.4090 1.8030 5.2417
C: 1.1023 1.4915 3.3258
C: -0.7490 3.9673 -3.9819
C: 5.3459 1.3132 1.1433
C: -0.3162 -5.7054 -0.4729
C: -2.4894 1.2889 3.5762
C: -0.5232 2.7123 -3.5124
C: 1.7446 -1.3138 -3.1256
C: -0.1939 1.4785 3.8745
C: 2.7089 1.4750 0.3359
C: 1.4013 -2.2364 -4.2773
C: -1.6518 4.7785 -3.2646
C: -1.9932 3.0144 -1.6380
C: 0.4959 -4.7837 -1.3557
C: -2.2578 4.3199 -2.1314
H: 1.9513 1.7639 3.9496
H: 0.7915 -5.2753 -2.2849
H: 1.9840 -3.1577 -4.2204
H: 0.3414 -2.4923 -4.2644
H: -1.2376 -5.9997 -0.9766
H: 0.2557 -6.6046 -0.2351
H: -0.9525 1.3162 -2.0974
H: 6.3858 1.3186 0.8157
H: 0.1611 2.0078 -3.9618
H: 1.6283 -1.7423 -5.2245
H: -3.7908 1.6891 5.2155
H: -2.9336 4.9365 -1.5581
H: 2.7951 -1.0264 -3.1367
H: -3.8235 -3.3395 1.4120
H: 0.4556 2.0006 5.8641
H: 5.1757 2.1114 1.8623
H: -1.8575 5.7843 -3.6093
H: -1.8369 2.1252 6.7860
H: 5.1055 0.3621 1.6127
H: -0.2362 4.3224 -4.8621
H: -0.5656 -5.1936 0.4567
H: -2.0854 -2.9348 1.1843
H: -3.3129 1.0829 2.9012
H: 1.3999 -4.4533 -0.8400
H: 1.1470 -0.4021 -3.1495

The net charge is -1. The expectation value of S² is 0.77. Its spin multiplicity is 2. The value obtained for the highest occupied orbital energy (alpha / beta) is -2.186 / -4.328 eV. As for the LUMO energy (alpha / beta): 2.43 / 2.43 eV. Its energy above the lowest of the compared OMol25 structures with the same formula, charge and spin is 0.0 kJ/mol.

Results of the Löwdin charge analysis, in e, for atoms 1 through 2: 0.74, 0.51

=====

A molecular structure, C5H10NO in a non-equilibrium geometry, computed with wB97M-V/def2-TZVPD.

CARTESIAN COORDINATES (ANGSTROEM)
O: 0.7358 0.6624 -2.1560
N: 0.6911 0.8870 -0.9066
C: 1.0996 1.7175 -3.0649
C: -0.3809 0.5308 2.0537
C: -0.0336 -0.7516 -0.1758
C: -0.4129 -0.5834 1.0961
C: -0.9231 -1.9199 1.5956
H: -0.5981 1.4117 1.4625
H: -1.9951 -1.7905 2.0691
H: 0.4814 0.3519 2.6340
H: -0.2844 -2.4995 2.3811
H: 0.1220 -1.5203 -0.8154
H: 1.5673 1.1975 -3.8665
H: -1.2290 0.5541 2.8034
H: -0.8844 -2.6660 0.8997
H: 1.8421 2.2157 -2.5639
H: 0.2021 2.2024 -3.4460

The net charge is +1. The value obtained for the highest occupied orbital energy is -14.563 eV. As for the LUMO energy: -6.57 eV. Its energy above the lowest of the compared OMol25 structures with the same formula, charge and spin is 727.9 kJ/mol.

Results of the Löwdin charge analysis, in e, for atoms 1 through 2: -0.09, 0.29

=====

2 unconnected molecules or ions with the total composition C5H14 in a non-equilibrium geometry, computed with wB97M-V/def2-TZVPD.

CARTESIAN COORDINATES (ANGSTROEM)
C: -0.7589 0.0969 -0.9038
C: -1.6640 0.9488 0.1303
C: 2.3033 -1.7347 1.1192
C: -2.9902 1.3031 -0.5042
C: 2.5577 -0.4390 0.2867
H: 2.3767 -0.3495 -0.7924
H: -1.5008 -0.2306 -1.7086
H: 1.1934 -1.7452 1.1558
H: 2.5842 -2.7280 0.6456
H: 3.0056 -1.5357 1.9346
H: -3.4175 0.5735 -1.1811
H: -0.1557 -0.6399 -0.4053
H: -3.6900 1.5171 0.2047
H: 2.1393 0.2980 0.9657
H: -2.7885 2.1883 -1.1141
H: -1.8490 0.2852 1.0835
H: -0.8962 1.6777 0.5140
H: -0.1612 0.7772 -1.4128
H: 3.7119 -0.2631 -0.0178

As for the structure (SMILES): CCC.CC. The value obtained for the highest occupied orbital energy is -10.858 eV. As for the LUMO energy: 1.13 eV. Its energy above the lowest of the compared OMol25 structures with the same formula, charge and spin is 197.1 kJ/mol.

Results of the Löwdin charge analysis, in e, for atoms 1 through 2: -0.10, -0.29

=====

A molecular structure, C30H55BO2P2V in a non-equilibrium geometry, computed with wB97M-V/def2-TZVPD.

CARTESIAN COORDINATES (ANGSTROEM)
V: 0.3365 -0.8946 1.0932
P: -0.9310 -0.6059 -0.8240
P: 1.9960 0.4921 -0.0529
O: -1.8256 1.3264 2.1769
O: 0.3790 1.9090 2.6793
C: 1.4024 -0.9501 -4.8037
C: 2.8951 1.7251 0.9031
C: 0.7585 -1.4807 -6.0510
C: -2.6523 -0.1424 -0.6778
C: -0.9367 0.9139 -5.4935
C: 0.4954 1.3912 -5.1195
C: -0.1278 0.6735 -1.8796
C: 0.9809 -2.8843 1.3014
C: 1.2162 -0.5342 4.2446
C: -2.9797 3.3473 2.7342
C: -1.5447 -3.6081 1.2076
C: -0.6874 -2.0395 -5.8920
C: 3.2308 -1.9793 2.2991
C: -0.4850 -1.8660 2.7930
C: 1.5593 -3.8520 0.3273
C: -0.4308 3.0030 3.0968
C: 0.9632 1.5063 -1.2134
C: -1.6937 -1.5611 3.6049
C: -1.8843 2.3870 3.1375
C: 3.2285 -0.4037 -1.0175
C: 1.7454 -2.0428 2.1856
C: 0.0726 3.5325 4.4223
C: -1.5578 -0.0807 -4.5651
C: -1.5360 -1.4032 -4.8338
C: -2.2443 1.8392 4.5111
C: -0.2744 4.1013 2.0492
C: 0.8410 -1.3966 3.0892
C: 1.4002 0.3611 -4.4929
C: -0.4025 -2.7842 1.6990
C: -0.8691 -2.0942 -1.8411
B: -0.4554 0.9612 2.0107
H: 2.0744 -4.6610 0.8655
H: -2.3983 -2.9919 0.8796
H: 2.2081 -0.0970 4.1084
H: 3.6007 -0.9447 2.3459
H: 0.5193 0.3009 4.3622
H: 2.0011 -1.6759 -4.2330
H: 2.8108 -1.3010 -1.4875
H: -1.6400 -2.8167 -1.5387
H: -1.9102 -4.2541 2.0241
H: 1.2146 -1.1012 5.1879
H: -1.2411 -4.2612 0.3802
H: -0.9231 0.5029 -6.5121
H: 3.7206 -2.4856 1.4596
H: 2.3001 -3.3800 -0.3306
H: -2.5447 -2.1694 3.2853
H: -1.1077 -1.7531 -2.8481
H: -0.6098 -3.1182 -5.6817
H: 3.7094 1.2321 1.4445
H: 1.0807 3.9528 4.3186
H: 0.1247 2.7570 5.1947
H: 1.3780 -2.3052 -6.4427
H: -2.7458 0.6278 0.1007
H: -0.8418 4.9936 2.3408
H: -1.4677 1.2007 4.9476
H: 3.2985 2.4643 0.2023
H: -1.5839 1.8043 -5.5310
H: 2.2154 2.2020 1.6170
H: 3.6406 0.2511 -1.7938
H: -1.9980 -0.5145 3.4979
H: -2.1657 0.3425 -3.7516
H: 0.7817 -4.3124 -0.2879
H: 2.1610 0.7757 -3.8165
H: 0.7849 4.3837 1.9723
H: 4.0393 -0.7113 -0.3437
H: -3.1741 1.2596 4.4712
H: 0.5210 2.3319 -0.6338
H: -0.6084 3.7715 1.0562
H: -0.5952 4.3300 4.7714
H: 0.2835 0.1124 -2.7260
H: -2.8158 3.7447 1.7282
H: -2.4110 2.6737 5.2037
H: -1.5001 -1.7461 4.6732
H: 0.9752 1.7894 -6.0350
H: -3.0099 0.2391 -1.6425
H: -1.2035 -1.9528 -6.8656
H: 0.7516 -0.7039 -6.8314
H: 1.6504 1.9380 -1.9561
H: -3.9485 2.8360 2.7393
H: -3.0319 4.1815 3.4457
H: -3.2413 -1.0236 -0.3831
H: 0.1182 -2.5751 -1.8761
H: -2.2650 -2.0931 -4.3884
H: 0.3993 2.2481 -4.4286
H: 3.5506 -2.4777 3.2295
H: -0.9138 1.3126 -2.2960

The net charge is +1. The expectation value of S² is 2.03. Its spin multiplicity is 3. The value obtained for the highest occupied orbital energy (alpha / beta) is -10.970 / -11.114 eV. As for the LUMO energy (alpha / beta): -3.37 / -2.88 eV. Its energy above the lowest of the compared OMol25 structures with the same formula, charge and spin is 0.0 kJ/mol.

Results of the Löwdin charge analysis, in e, for atoms 1 through 2: 0.47, 0.85